[1]
Here is 6 unconnected molecules or ions with the total composition C3H16NO7 in a non-equilibrium geometry from the Open Molecules 2025 dataset. Energies are from ωB97M-V with the def2-TZVPD basis set.

Cartesian coordinates (Å):
O: 1.11 1.12 2.02
C: 0.52 0.70 1.03
O: 0.44 -0.57 0.78
C: -0.02 1.72 -0.04
C: -1.52 1.78 0.00
N: 0.56 1.48 -1.38
H: 0.37 2.74 0.18
H: -1.82 2.26 0.93
H: -1.80 2.38 -0.88
H: -1.98 0.80 -0.10
H: 1.52 1.19 -1.24
H: 0.12 0.70 -1.83
H: -1.66 -1.66 -0.75
H: -0.36 -1.21 -0.43
O: -0.79 -1.86 -1.13
H: 3.06 0.05 -2.78
H: 3.54 -0.07 -1.35
O: 3.80 0.26 -2.21
H: 1.20 -1.83 -1.86
H: 1.35 -0.98 -0.61
O: 1.85 -1.25 -1.44
H: -2.01 -1.17 1.87
H: -3.43 -0.73 2.27
O: -2.83 -0.73 1.52
H: -0.34 -2.23 1.88
H: -0.11 -1.13 2.91
O: -0.75 -1.80 2.64

Properties
lowest unoccupied orbital energy	3.3250	eV
energy relative to the best compared isomer or geometry (same formula, charge and spin)	30.9	kcal per mole
HOMO level	-5.3357	eV
multiplicity	1
charge	-1

---

[2]
Here is 3 unconnected molecules or ions with the total composition C47H48ClN2O8P in a non-equilibrium geometry from the Open Molecules 2025 dataset. Energies are from ωB97M-V with the def2-TZVPD basis set.

Cartesian coordinates (Å):
C: -0.40 3.33 2.06
C: -1.31 3.40 0.75
C: -1.91 1.94 0.61
C: -0.33 3.77 -0.42
C: -2.42 4.48 1.06
C: -3.10 5.16 -0.19
C: -3.56 4.16 -1.31
C: -4.45 5.82 0.36
C: -2.28 6.38 -0.75
C: -1.61 7.31 0.18
C: -0.80 8.43 -0.23
C: -0.63 8.66 -1.67
O: 0.21 9.74 -2.02
C: 1.47 9.14 -2.41
C: 2.43 8.84 -1.22
O: 2.18 7.53 -0.63
C: 3.40 6.91 -0.25
C: 4.11 7.60 0.99
N: 3.20 8.48 1.79
P: 2.08 7.58 2.79
N: 1.28 8.64 3.66
C: 4.09 9.17 2.73
O: 4.44 8.65 3.75
O: 4.60 10.45 2.46
Cl: 3.52 11.25 1.40
C: -1.29 7.80 -2.62
C: -2.11 6.67 -2.16
H: 0.16 4.32 2.10
H: 0.39 2.54 2.00
H: -1.01 3.27 2.99
H: -2.47 1.79 -0.34
H: -2.49 1.65 1.53
H: -1.02 1.24 0.58
H: -0.82 4.13 -1.36
H: 0.28 2.85 -0.64
H: 0.42 4.57 -0.15
H: -1.98 5.22 1.78
H: -3.23 3.94 1.63
H: -2.80 3.98 -2.11
H: -4.43 4.65 -1.83
H: -3.97 3.20 -0.90
H: -4.20 6.50 1.23
H: -5.22 5.05 0.63
H: -4.87 6.50 -0.44
H: -1.74 7.15 1.28
H: -0.32 9.06 0.55
H: 1.35 8.19 -3.00
H: 1.95 9.88 -3.12
H: 3.49 8.84 -1.61
H: 2.34 9.57 -0.38
H: 4.13 6.82 -1.11
H: 3.16 5.86 0.06
H: 4.98 8.20 0.60
H: 4.54 6.81 1.67
H: 1.17 6.88 1.95
H: 2.76 6.69 3.67
H: 1.44 8.48 4.65
H: -1.16 8.03 -3.71
H: -2.60 6.04 -2.93
C: -6.05 -3.08 1.72
C: -6.27 -4.41 1.38
C: -5.20 -5.23 1.05
C: -3.91 -4.72 1.05
C: -3.69 -3.38 1.38
C: -4.76 -2.57 1.72
C: -2.32 -2.81 1.34
O: -2.13 -1.64 1.62
C: -1.19 -3.69 0.94
C: 0.09 -3.15 0.84
C: 1.16 -3.97 0.48
C: 0.95 -5.32 0.23
C: -0.33 -5.85 0.32
C: -1.40 -5.04 0.66
C: -2.77 -5.61 0.72
O: -2.95 -6.79 0.49
H: -6.89 -2.44 1.99
H: -7.28 -4.81 1.37
H: -5.38 -6.27 0.79
H: -4.59 -1.53 1.99
H: 0.27 -2.10 1.05
H: 2.16 -3.55 0.40
H: 1.78 -5.96 -0.05
H: -0.49 -6.90 0.11
C: -1.10 -10.89 -1.07
C: -0.62 -9.69 -0.56
C: 0.75 -9.42 -0.58
C: 1.63 -10.36 -1.10
C: 1.15 -11.57 -1.59
C: -0.22 -11.83 -1.58
C: 2.09 -12.61 -2.10
O: 1.67 -13.66 -2.53
C: 3.55 -12.33 -2.06
C: 4.44 -13.30 -2.48
C: 5.81 -13.05 -2.47
C: 6.28 -11.81 -2.04
C: 5.39 -10.84 -1.62
C: 4.02 -11.09 -1.62
C: 3.08 -10.05 -1.13
O: 3.50 -8.97 -0.75
H: -2.16 -11.09 -1.06
H: -1.31 -8.96 -0.15
H: 1.12 -8.48 -0.18
H: -0.60 -12.77 -1.97
H: 4.08 -14.27 -2.82
H: 6.50 -13.81 -2.80
H: 7.34 -11.61 -2.04
H: 5.76 -9.88 -1.28

Properties
lowest unoccupied orbital energy	-1.1370	eV
structure (SMILES)	CC(C)(C)CC(C)(C)c1ccc(OCCOCCN([PH2]=N)C(=O)OCl)cc1.O=C1c2ccccc2C(=O)c2ccccc21.O=C1c2ccccc2C(=O)c2ccccc21
HOMO level	-8.4855	eV
multiplicity	1

---

[3]
Here is a single C37H32BF9N2O2S molecule in a non-equilibrium geometry from the Open Molecules 2025 dataset. Energies are from ωB97M-V with the def2-TZVPD basis set.

Cartesian coordinates (Å):
C: 4.39 4.57 0.35
N: 4.44 3.32 -0.36
C: 5.60 3.09 -1.20
C: 5.33 3.62 -2.57
F: 6.38 3.55 -3.42
F: 4.28 2.94 -3.14
F: 4.94 4.94 -2.49
C: 3.39 2.46 -0.34
C: 3.47 1.17 -0.94
C: 2.35 0.37 -0.99
C: 1.20 0.73 -0.30
C: 0.04 -0.23 -0.25
C: -1.29 0.50 -0.58
C: -2.40 0.74 0.25
C: -3.50 1.42 -0.29
C: -3.40 2.06 -1.57
N: -4.41 2.80 -2.12
C: -4.27 3.33 -3.46
C: -5.68 2.99 -1.43
C: -5.57 4.15 -0.51
F: -6.67 4.40 0.23
F: -4.52 3.98 0.37
F: -5.27 5.28 -1.22
C: -2.20 1.93 -2.32
C: -1.23 1.05 -1.88
C: 1.08 1.99 0.28
C: 2.19 2.83 0.35
H: 4.02 4.43 1.37
H: 5.40 5.00 0.41
H: 3.73 5.29 -0.16
H: 6.45 3.64 -0.78
H: 5.83 2.02 -1.27
H: 4.42 0.79 -1.33
H: 2.39 -0.58 -1.52
H: 0.18 -1.06 -0.99
H: -2.43 0.42 1.29
H: -4.44 1.46 0.28
H: -3.85 2.56 -4.13
H: -5.25 3.63 -3.85
H: -3.61 4.21 -3.50
H: -6.45 3.21 -2.18
H: -5.92 2.08 -0.86
H: -2.05 2.50 -3.25
H: -0.37 0.85 -2.56
H: 0.13 2.30 0.73
H: 2.12 3.77 0.93
C: 0.95 -5.37 4.92
C: 0.49 -4.24 4.05
C: -0.72 -3.55 4.06
C: -0.86 -2.65 2.97
C: 0.15 -2.77 2.05
B: 0.37 -2.32 0.47
C: -0.75 -3.12 -0.31
C: -0.49 -4.46 -0.63
C: -1.48 -5.25 -1.22
C: -2.73 -4.69 -1.49
C: -3.80 -5.50 -2.16
F: -4.96 -5.53 -1.43
F: -4.13 -4.95 -3.38
F: -3.43 -6.79 -2.38
C: -3.02 -3.38 -1.13
C: -2.07 -2.63 -0.43
O: 0.18 -0.72 1.26
C: 1.47 -0.69 1.83
C: 2.38 -1.52 1.16
C: 3.73 -1.48 1.51
C: 4.16 -0.41 2.28
C: 3.24 0.41 2.93
C: 1.86 0.17 2.84
O: 1.79 -2.28 0.17
S: 1.40 -3.78 2.65
H: 0.23 -5.64 5.68
H: 1.13 -6.24 4.28
H: 1.90 -5.13 5.41
H: -1.49 -3.70 4.81
H: -1.69 -1.97 2.81
H: 0.50 -4.89 -0.41
H: -1.27 -6.28 -1.45
H: -4.00 -2.93 -1.36
H: -2.39 -1.67 0.02
H: 4.42 -2.26 1.15
H: 5.24 -0.21 2.39
H: 3.58 1.24 3.54
H: 1.12 0.67 3.46

Properties
lowest unoccupied orbital energy	0.3951	eV
HOMO level	-7.2668	eV
multiplicity	1

---

[4]
Here is a single C5H10O molecule from the Open Molecules 2025 dataset. Energies are from ωB97M-V with the def2-TZVPD basis set.

Cartesian coordinates (Å):
C: -0.69 2.30 0.88
C: -0.91 0.81 0.68
C: 0.15 0.16 -0.19
O: 1.03 0.81 -0.71
C: 0.05 -1.35 -0.37
C: 1.30 -1.95 -0.99
H: -1.47 2.73 1.52
H: 0.28 2.49 1.33
H: -0.71 2.83 -0.08
H: -1.89 0.61 0.22
H: -0.93 0.28 1.64
H: -0.83 -1.54 -1.00
H: -0.18 -1.81 0.60
H: 2.17 -1.81 -0.34
H: 1.18 -3.03 -1.16
H: 1.53 -1.47 -1.95

Properties
lowest unoccupied orbital energy	0.9677	eV
energy relative to the best compared isomer or geometry (same formula, charge and spin)	0.0	kcal per mole
structure (SMILES)	CCC(=O)CC
HOMO level	-9.5848	eV
multiplicity	1

---

[5]
Here is 5 unconnected molecules or ions with the total composition C29H63ClO4S from the Open Molecules 2025 dataset. Energies are from ωB97M-V with the def2-TZVPD basis set.

Cartesian coordinates (Å):
C: 4.65 3.38 7.91
C: 4.00 4.39 7.33
C: 2.72 4.97 7.86
C: 1.45 4.13 7.73
Cl: 1.56 2.92 6.41
C: 0.17 4.94 7.51
O: -0.88 4.12 8.00
S: -0.36 3.05 9.06
O: -0.56 1.74 8.55
O: -0.82 3.39 10.36
O: 1.19 3.47 8.97
H: 4.21 2.87 8.75
H: 5.61 3.04 7.55
H: 4.40 4.85 6.43
H: 2.52 5.92 7.36
H: 2.84 5.17 8.93
H: 0.02 5.13 6.45
H: 0.19 5.88 8.07
C: 2.58 4.42 3.36
C: 1.94 3.32 2.52
C: 2.95 2.43 1.81
C: 3.84 3.15 0.79
C: 3.08 3.87 -0.32
C: 2.24 2.93 -1.18
H: 3.15 5.11 2.75
H: 1.81 5.00 3.89
H: 3.25 3.99 4.11
H: 1.25 3.76 1.80
H: 1.33 2.68 3.18
H: 2.42 1.61 1.31
H: 3.59 1.95 2.56
H: 4.52 2.41 0.34
H: 4.49 3.87 1.31
H: 3.80 4.38 -0.96
H: 2.44 4.65 0.11
H: 2.86 2.15 -1.63
H: 1.74 3.47 -1.98
H: 1.46 2.43 -0.60
C: 1.57 -2.96 -2.76
C: 1.03 -3.28 -1.37
C: 0.47 -2.05 -0.65
C: 1.48 -0.93 -0.39
C: 2.70 -1.33 0.43
C: 2.36 -1.80 1.84
H: 2.41 -2.27 -2.72
H: 1.91 -3.87 -3.26
H: 0.79 -2.51 -3.38
H: 1.82 -3.75 -0.77
H: 0.23 -4.01 -1.45
H: 0.02 -2.36 0.30
H: -0.35 -1.65 -1.25
H: 0.96 -0.11 0.12
H: 1.81 -0.52 -1.35
H: 3.36 -0.46 0.50
H: 3.27 -2.10 -0.08
H: 1.81 -1.02 2.39
H: 3.26 -2.02 2.41
H: 1.74 -2.70 1.83
C: -1.41 0.97 -2.62
C: -2.47 1.16 -3.70
C: -3.86 1.47 -3.14
C: -4.44 0.37 -2.24
C: -4.52 -1.01 -2.88
C: -5.42 -1.07 -4.11
H: -1.64 0.11 -1.98
H: -0.43 0.78 -3.07
H: -1.32 1.85 -1.98
H: -2.51 0.27 -4.33
H: -2.17 1.99 -4.35
H: -4.54 1.66 -3.97
H: -3.82 2.40 -2.56
H: -5.44 0.68 -1.92
H: -3.84 0.29 -1.33
H: -4.90 -1.71 -2.13
H: -3.52 -1.37 -3.14
H: -6.44 -0.75 -3.86
H: -5.48 -2.08 -4.50
H: -5.05 -0.43 -4.91
C: -0.97 -6.41 -6.32
C: -2.34 -6.51 -5.66
C: -3.10 -5.19 -5.62
C: -2.41 -4.07 -4.84
C: -2.10 -4.40 -3.38
C: -3.34 -4.69 -2.55
H: -0.31 -5.72 -5.78
H: -0.48 -7.38 -6.36
H: -1.06 -6.04 -7.35
H: -2.22 -6.90 -4.64
H: -2.94 -7.24 -6.19
H: -4.10 -5.36 -5.21
H: -3.26 -4.84 -6.65
H: -3.05 -3.18 -4.87
H: -1.48 -3.79 -5.35
H: -1.56 -3.55 -2.95
H: -1.41 -5.25 -3.33
H: -4.02 -3.84 -2.56
H: -3.07 -4.88 -1.51
H: -3.88 -5.57 -2.91

Properties
lowest unoccupied orbital energy	0.5166	eV
energy relative to the best compared isomer or geometry (same formula, charge and spin)	0.0	kcal per mole
structure (SMILES)	C=CC[C@]1(Cl)COS(=O)(=O)O1.CCCCCC.CCCCCC.CCCCCC.CCCCCC
HOMO level	-10.3312	eV
multiplicity	1

---

Result set for energy: -19196.0133; -90684.9837; -81931.4899; -7394.7643; -62642.3415 eV, one per record in the order listed.
Result set for HOMO-LUMO gap: 8.66; 7.35; 7.66; 10.55; 10.85 eV, one per record in the order listed.